DFT (ωB97M-V/def2-TZVPD) results for one molecule with the formula C9H14BrNO2 in a non-equilibrium geometry.

Structure (ORCA input):
```
! wB97M-V def2-TZVPD RIJCOSX def2/J DEFGRID3
* xyz 0 1
Br -2.535 1.158 -0.368
O 2.278 -0.292 -0.074
O 1.279 -1.522 -1.511
N 1.278 -0.899 -0.468
C 1.036 -0.794 2.493
C 0.398 1.389 1.404
C -0.959 -1.818 0.116
C 0.092 -0.033 1.511
C 0.044 -0.732 0.185
C 0.255 1.874 -1.175
C -1.079 -0.053 -2.517
C 0.384 2.237 0.320
C -0.900 0.887 -1.342
H 1.046 1.339 -1.866
H -1.147 0.503 -3.427
H -1.833 -1.554 -0.436
H -0.020 2.774 -1.577
H 1.956 -0.954 1.912
H -1.124 -2.199 1.105
H 0.771 3.211 0.669
H 0.610 -1.756 2.774
H -0.553 -2.609 -0.496
H 0.595 1.657 2.458
H -0.166 -0.763 -2.581
H -1.964 -0.621 -2.450
H 1.193 -0.231 3.463
H -0.933 -0.202 1.879
*
```

Calculated values
* ΔE to the lowest compared entry with this formula, charge and spin: 103.4 kcal per mole
* E_LUMO (spin up / spin down): -0.0282 / -0.0280 hartree
* electronic energy: -85181.2051 eV
* E_HOMO (spin up / spin down): -8.5 / -8.5 eV